1.
Entry from OMol25: C12H13BrO2Tm as an isolated structure in a non-equilibrium geometry (the ωB97M-V functional and the def2-TZVPD basis).

Positions of all 29 atoms, in Å:
1 C 1.537814 1.157093 -1.045220
2 C 2.473370 1.481312 -0.002622
3 C 3.275133 0.301043 0.262558
4 H 2.482694 2.434476 0.532640
5 C 2.759343 -0.759549 -0.585015
6 C 1.711849 -0.217147 -1.400607
7 H 1.276819 -0.677757 -2.253698
8 H 0.912129 1.855246 -1.581361
9 H 3.930503 0.151940 1.133653
10 H 3.092512 -1.775835 -0.633393
11 Tm 1.267882 -0.290790 1.421024
12 Br -0.150697 1.689382 2.504371
13 C -3.120286 -0.386744 -0.210388
14 C -2.513191 -0.761808 -1.452674
15 C -1.911078 0.410745 -2.020902
16 H -2.345639 -1.773420 -1.787551
17 C -2.146344 1.504426 -1.124783
18 C -2.884226 1.004334 -0.010513
19 H -3.057447 1.552065 0.926634
20 H -3.498661 -1.079050 0.536772
21 H -1.229643 0.426577 -2.863933
22 H -1.663077 2.484371 -1.179722
23 C 0.182146 -3.965507 2.743203
24 C 0.536677 -2.709062 2.007600
25 O 1.602492 -2.111151 2.464037
26 O -0.101098 -2.101338 1.062853
27 H 0.706549 -4.777505 2.212597
28 H -0.903630 -4.097736 2.779167
29 H 0.647381 -3.814741 3.730793

Atomic forces in eV per Å
1.236 -0.814 0.573
-0.071 -0.832 -0.496
-0.713 0.102 -0.465
0.235 -0.405 -0.255
-0.272 1.366 -0.022
1.349 1.244 1.453
-0.601 -0.469 -0.150
-0.285 -0.123 0.382
0.107 0.182 -0.594
0.286 -0.294 0.051
-2.316 1.113 -1.584
0.413 -0.262 0.297
0.857 0.447 -0.622
0.297 1.277 0.562
-0.413 -0.199 1.241
-0.217 -0.149 -0.205
0.129 -0.939 0.148
0.396 -0.215 -0.181
-0.151 -0.211 -0.557
-0.190 0.113 -0.163
-0.207 0.034 -0.196
-0.380 -0.201 -0.088
0.131 0.331 -0.386
-0.184 2.289 -0.998
0.127 -1.026 0.450
0.970 -1.770 1.870
-0.435 0.049 0.313
0.338 -0.216 -0.042
-0.436 -0.422 -0.335

Computed properties:
HOMO level (spin up / spin down) in eV: -2.36 / -2.36
Net charge: -1
F_max in eV/Å: 3.0
Energy in eV: -116325.271
ΔE to the lowest compared entry with this formula, charge and spin in kcal/mol: 1.69
2S+1: 3
LUMO level (spin up / spin down) in eV: 2.18 / 2.18
<S²>: 2.00
Kohn-Sham gap (spin up / spin down) in eV: 4.535 / 4.539

---

2.
Entry from OMol25: a 2-piece molecular cluster, C3H7O overall in a non-equilibrium geometry (the ωB97M-V functional and the def2-TZVPD basis).

Positions of all 11 atoms, in Å:
1 O 0.075813 -2.353106 0.652391
2 H 0.621879 -2.379745 -0.141175
3 C -0.234956 0.338718 0.832905
4 C 0.347828 1.096387 -0.215057
5 C -0.237260 1.552319 -1.363755
6 H 0.135052 0.361826 1.855331
7 H -0.115182 -1.330884 0.709400
8 H -1.323490 0.230567 0.762878
9 H 1.443032 1.082413 -0.168737
10 H 0.274773 1.485948 -2.327668
11 H -1.313114 1.646945 -1.422036

Atomic forces in eV per Å
-0.091 0.032 -0.124
-0.048 -0.060 0.067
-0.951 0.935 0.069
0.418 -1.322 0.207
0.064 0.023 -0.426
0.271 0.141 -0.028
0.409 -0.484 -0.082
-0.030 0.169 0.188
0.060 0.261 -0.193
0.151 0.551 0.314
-0.253 -0.246 0.006

Computed properties:
HOMO level in eV: -1.60
Net charge: -1
F_max in eV/Å: 1.4
Energy in eV: -5270.551
ΔE to the lowest compared entry with this formula, charge and spin in kcal/mol: 26.25
2S+1: 1
LUMO level in eV: 4.77
Kohn-Sham gap in eV: 6.372